Density functional theory data (ωB97M-V with the def2-TZVPD basis set) for the molecule C2H4BrNO3 in a non-equilibrium geometry.

Results
Molar mass: 170.0 g mol⁻¹
Structure (SMILES): C[C@](O)(Br)[N+](=O)[O-]
LUMO: -0.034 Eh
Frontier orbital gap: 0.355 hartree
Energy relative to the best compared isomer or geometry (same formula, charge and spin): 90.2 kJ/mol

Positions of all 11 atoms, in Å:
C  0.025  1.112  -0.634
C  -0.229  0.022  0.297
N  0.641  -1.245  0.050
O  1.649  -1.102  -0.570
O  0.117  -2.300  0.378
O  -1.503  -0.352  0.392
Br  0.685  0.543  2.256
H  -0.163  2.199  -0.324
H  1.053  1.242  -1.163
H  -0.673  1.134  -1.574
H  -1.602  -1.253  0.889

=====

Density functional theory data (ωB97M-V with the def2-TZVPD basis set) for a cluster of 2 separate species, C2H4BrNO3 in total in a non-equilibrium geometry.

Results
Molar mass: 170.0 g mol⁻¹
Structure (SMILES): CC(=O)Br.O=NO
LUMO: 0.001 Eh
Frontier orbital gap: 0.389 hartree
Energy relative to the best compared isomer or geometry (same formula, charge and spin): 47.9 kJ/mol

Positions of all 11 atoms, in Å:
C  0.086  1.752  0.515
C  -0.692  0.929  -0.468
N  0.631  -2.098  0.245
O  1.449  -2.513  1.073
O  0.871  -2.613  -0.994
O  -0.347  0.233  -1.368
Br  -2.553  0.765  0.178
H  0.961  2.352  0.154
H  -0.654  2.520  0.863
H  0.186  1.175  1.430
H  0.061  -2.503  -1.628

=====

Density functional theory data (ωB97M-V with the def2-TZVPD basis set) for a structure of composition C2H4BrNS in a non-equilibrium geometry.

Results
Molar mass: 154.0 g mol⁻¹
LUMO: -0.008 Eh
Frontier orbital gap: 0.307 hartree
Energy relative to the best compared isomer or geometry (same formula, charge and spin): 321.9 kJ/mol

Positions of all 9 atoms, in Å:
C  1.825  0.542  0.786
C  -1.429  -1.185  -0.272
N  -0.945  -0.068  -0.035
S  1.668  1.858  -0.282
Br  2.511  -1.003  -0.078
H  0.863  2.543  0.634
H  -0.667  -1.952  -0.505
H  -2.444  -1.529  -0.431
H  -1.382  0.796  0.182

=====

Density functional theory data (ωB97M-V with the def2-TZVPD basis set) for the molecule C2H4BrOP in a non-equilibrium geometry.

Results
Molar mass: 154.9 g mol⁻¹
Structure (SMILES): CP(Br)C=O
LUMO: 0.002 Eh
Frontier orbital gap: 0.349 hartree
Energy relative to the best compared isomer or geometry (same formula, charge and spin): 80.9 kJ/mol

Positions of all 9 atoms, in Å:
C  0.056  -1.524  0.171
C  -0.585  1.219  -0.164
O  -0.969  -2.170  0.030
P  0.587  -0.176  -0.969
Br  2.425  0.355  0.077
H  0.664  -1.734  1.005
H  -0.346  1.063  0.806
H  -1.496  0.877  -0.385
H  -0.336  2.089  -0.572

=====

Density functional theory data (ωB97M-V with the def2-TZVPD basis set) for a cluster of 3 separate species, C2H4Cl2O4 in total in a non-equilibrium geometry.

Results
Molar mass: 163.0 g mol⁻¹
LUMO: 0.016 Eh
Frontier orbital gap: 0.377 hartree
Energy relative to the best compared isomer or geometry (same formula, charge and spin): 0.0 kJ/mol

Positions of all 12 atoms, in Å:
C  -1.493  -0.529  0.540
C  0.457  1.378  -0.503
O  -1.034  -1.640  1.117
O  -1.916  -0.804  -0.666
O  0.749  0.325  -0.021
O  -0.663  1.726  -1.050
Cl  3.664  -0.670  0.605
Cl  1.581  2.705  -0.519
H  -0.655  -1.449  1.985
H  -1.800  -1.744  -0.919
H  2.449  -0.309  0.408
H  -1.339  1.012  -0.977

=====

Density functional theory data (ωB97M-V with the def2-TZVPD basis set) for a structure of composition C2H4Cl2S in a non-equilibrium geometry.

Results
Molar mass: 131.0 g mol⁻¹
LUMO: 0.006 Eh
Frontier orbital gap: 0.335 hartree
Energy relative to the best compared isomer or geometry (same formula, charge and spin): 523.9 kJ/mol

Positions of all 9 atoms, in Å:
C  0.859  -0.541  1.089
C  -0.577  0.039  0.876
H  1.006  -0.437  -1.775
H  0.661  -1.958  0.721
H  1.708  -0.264  2.270
H  -1.318  0.225  1.924
S  1.844  -0.008  -0.403
Cl  -1.220  -1.180  -0.369
Cl  -0.736  1.508  -0.130

=====

Density functional theory data (ωB97M-V with the def2-TZVPD basis set) for a cluster of 2 separate species, C2H4Cl4 in total in a non-equilibrium geometry.

Results
Molar mass: 169.9 g mol⁻¹
Structure (SMILES): ClCCl.ClCCl
LUMO: 0.029 Eh
Frontier orbital gap: 0.429 hartree
Energy relative to the best compared isomer or geometry (same formula, charge and spin): 19.1 kJ/mol

Positions of all 10 atoms, in Å:
C  0.513  1.735  1.230
Cl  0.068  1.247  2.869
Cl  -0.807  1.736  0.044
H  0.910  2.749  1.231
H  1.243  0.985  0.911
C  -0.327  -1.664  -1.399
Cl  -1.992  -2.097  -1.074
Cl  0.519  -1.618  0.136
H  0.058  -2.358  -2.051
H  -0.186  -0.714  -1.898

=====

Density functional theory data (ωB97M-V with the def2-TZVPD basis set) for a cluster of 2 separate species, C2H4Cl4 in total in a non-equilibrium geometry.

Results
Molar mass: 169.9 g mol⁻¹
Structure (SMILES): ClCCl.ClCCl
LUMO: 0.027 Eh
Frontier orbital gap: 0.430 hartree
Energy relative to the best compared isomer or geometry (same formula, charge and spin): 3.2 kJ/mol

Positions of all 10 atoms, in Å:
C  -4.130  6.483  -6.680
Cl  -4.266  6.140  -8.418
Cl  -3.648  5.097  -5.747
H  -3.437  7.301  -6.483
H  -5.164  6.701  -6.412
C  -0.608  5.160  -7.957
Cl  0.733  4.141  -7.373
Cl  -0.473  6.866  -7.420
H  -0.540  5.138  -9.044
H  -1.566  4.772  -7.610